The following is a DFT calculation (wB97M-V/def2-TZVPD) of a molecular structure, C31H76N2O12S.

Element x y z (Å)
C 3.12879 0.46933 2.03628
C 2.67482 -0.11821 0.71635
O 2.30072 0.97880 -0.13171
C 1.54087 -1.15143 0.90359
C 0.13140 -0.62554 0.88375
C -0.45035 -0.06487 -0.30271
C -1.71935 0.40043 -0.34850
C -2.51328 0.33577 0.82709
N -3.77394 0.75641 0.97044
S -4.17465 0.43096 2.49787
N -2.81852 -0.24273 3.03755
C -1.96373 -0.23676 2.00750
C -0.62825 -0.71525 2.01073
H 3.51295 -0.32209 2.67888
H 3.94669 1.16552 1.83566
H 2.33217 1.03897 2.51501
H 3.51083 -0.63489 0.23686
H 2.51162 0.76675 -1.04703
H 1.64550 -1.99576 0.22156
H 1.69250 -1.56891 1.90207
H 0.16306 -0.02076 -1.19189
H -2.13714 0.82641 -1.25125
H -0.23221 -1.15630 2.91715
C 2.91164 4.68237 -0.51361
C 3.86314 4.17341 -1.57741
O 4.79257 3.24779 -1.02268
H 3.46426 5.16309 0.29493
H 2.20193 5.40167 -0.92712
H 2.35173 3.85396 -0.07367
H 4.44571 4.99076 -2.00529
H 3.31165 3.69075 -2.39235
H 4.28041 2.51637 -0.65730
C -2.43484 -3.65696 -0.38505
C -1.12936 -4.24115 -0.88642
O -0.02959 -3.66870 -0.17590
H -2.42269 -2.57077 -0.50728
H -3.28722 -4.06216 -0.93340
H -2.57835 -3.86892 0.67428
H -0.98119 -4.00439 -1.93857
H -1.11579 -5.33092 -0.77855
H -0.13457 -3.87510 0.75864
C 0.29538 -3.74584 -4.50202
C -0.47664 -5.05091 -4.48388
O -1.83611 -4.85550 -4.09405
H 0.26353 -3.27417 -3.51819
H 1.33917 -3.91348 -4.77366
H -0.13548 -3.04508 -5.21392
H -0.05394 -5.74631 -3.75912
H -0.44271 -5.52955 -5.46875
H -2.23719 -4.25170 -4.72727
C -2.29172 0.46362 -4.88257
C -0.95924 -0.01387 -4.33681
O -0.19509 -0.71243 -5.31438
H -2.87162 -0.38077 -5.25658
H -2.87310 0.97260 -4.11254
H -2.14313 1.15699 -5.71383
H -1.11308 -0.71384 -3.51503
H -0.37734 0.83280 -3.95484
H -0.03459 -0.11962 -6.05570
C 3.88994 -0.96853 6.86345
C 3.02623 -1.64059 5.81321
O 3.78839 -2.06573 4.68579
H 4.40817 -0.11000 6.43510
H 3.28766 -0.62917 7.70708
H 4.64803 -1.65938 7.24014
H 2.28176 -0.94461 5.42824
H 2.49780 -2.49727 6.24411
H 4.44841 -2.69569 4.99185
C 6.22921 5.23200 1.86188
C 6.20970 6.58525 2.54059
O 4.87157 7.03562 2.76848
H 5.68920 5.27771 0.91536
H 7.25109 4.90436 1.67201
H 5.73373 4.47946 2.48207
H 6.68640 7.33276 1.90850
H 6.74730 6.54972 3.49346
H 4.43843 6.39010 3.33530
C 4.89211 8.21318 -0.74717
C 6.03795 8.09884 -1.73389
O 7.00668 7.14105 -1.31338
H 5.26585 8.48318 0.24052
H 4.16750 8.96471 -1.06494
H 4.37383 7.25637 -0.64617
H 6.56849 9.04599 -1.82156
H 5.66294 7.82832 -2.72783
H 6.57059 6.28561 -1.23526
C 9.24137 2.06659 2.33297
C 10.04495 3.33679 2.54216
O 9.32425 4.30442 3.30000
H 8.30050 2.29164 1.82931
H 9.79678 1.34585 1.73125
H 9.00092 1.59945 3.29132
H 10.26891 3.80876 1.58664
H 10.99450 3.11126 3.03924
H 9.12277 3.91906 4.15851
C -6.35034 -2.63585 2.63497
C -5.19336 -2.93856 1.70548
O -4.46206 -4.08877 2.12355
H -5.99326 -2.47703 3.65382
H -6.89116 -1.74530 2.30985
H -7.04701 -3.47645 2.64917
H -4.47897 -2.11495 1.69031
H -5.55812 -3.08962 0.68273
H -5.06593 -4.83865 2.13502
C -8.23285 -4.40993 -1.29423
C -8.02655 -5.42762 -0.18949
O -8.55825 -4.97764 1.05671
H -7.76195 -3.46240 -1.02435
H -7.80601 -4.75850 -2.23507
H -9.29277 -4.22041 -1.45609
H -6.96442 -5.60474 -0.01904
H -8.48881 -6.38313 -0.45974
H -9.50083 -4.82528 0.93727
C -12.60943 -2.79704 -3.06982
C -11.39292 -3.13901 -3.90928
O -10.71270 -4.29328 -3.42103
H -12.31979 -2.63035 -2.03172
H -13.10343 -1.89918 -3.44310
H -13.33226 -3.61630 -3.08486
H -10.66713 -2.32762 -3.87972
H -11.68198 -3.29665 -4.95345
H -11.32859 -5.03266 -3.45163

Properties
- Molecular weight: 701.02 g mol⁻¹
- Energy: -71762.20594 eV

Atomic partial charges in e from the Mulliken method, atoms 1 to 99: number 1, C, carries -1.42; number 2, C, carries 0.41; number 3, O, carries -0.50; number 4, C, carries -1.63; number 5, C, carries 1.02; number 6, C, carries -0.10; number 7, C, carries -1.07; number 8, C, carries 0.98; number 9, N, carries -0.75; number 10, S, carries 0.12; number 11, N, carries -0.70; number 12, C, carries 0.53; number 13, C, carries -0.66; number 14, H, carries 0.32; number 15, H, carries 0.30; number 16, H, carries 0.31; number 17, H, carries 0.39; number 18, H, carries 0.33; number 19, H, carries 0.47; number 20, H, carries 0.37; number 21, H, carries 0.35; number 22, H, carries 0.41; number 23, H, carries 0.46; number 24, C, carries -0.69; number 25, C, carries -0.14; number 26, O, carries -0.55; number 27, H, carries 0.04; number 28, H, carries 0.34; number 29, H, carries 0.26; number 30, H, carries 0.14; number 31, H, carries 0.30; number 32, H, carries 0.31; number 33, C, carries -0.71; number 34, C, carries 0.16; number 35, O, carries -0.43; number 36, H, carries 0.06; number 37, H, carries 0.41; number 38, H, carries 0.31; number 39, H, carries -0.46; number 40, H, carries 0.35; number 41, H, carries 0.31; number 42, C, carries -0.59; number 43, C, carries -0.43; number 44, O, carries -0.49; number 45, H, carries 0.01; number 46, H, carries 0.38; number 47, H, carries 0.20; number 48, H, carries 0.29; number 49, H, carries 0.33; number 50, H, carries 0.29; number 51, C, carries -1.16; number 52, C, carries 0.25; number 53, O, carries -0.50; number 54, H, carries 0.30; number 55, H, carries 0.33; number 56, H, carries 0.35; number 57, H, carries -0.01; number 58, H, carries 0.21; number 59, H, carries 0.28; number 60, C, carries -1.10; number 61, C, carries -0.12; number 62, O, carries -0.49; number 63, H, carries 0.29; number 64, H, carries 0.33; number 65, H, carries 0.31; number 66, H, carries 0.23; number 67, H, carries 0.31; number 68, H, carries 0.27; number 69, C, carries -0.36; number 70, C, carries -0.39; number 71, O, carries -0.52; number 72, H, carries -0.20; number 73, H, carries 0.15; number 74, H, carries 0.41; number 75, H, carries 0.26; number 76, H, carries 0.29; number 77, H, carries 0.30; number 78, C, carries -0.55; number 79, C, carries -0.33; number 80, O, carries -0.54; number 81, H, carries 0.14; number 82, H, carries 0.41; number 83, H, carries -0.03; number 84, H, carries 0.35; number 85, H, carries 0.25; number 86, H, carries 0.29; number 87, C, carries -0.90; number 88, C, carries -0.31; number 89, O, carries -0.48; number 90, H, carries 0.18; number 91, H, carries 0.34; number 92, H, carries 0.32; number 93, H, carries 0.29; number 94, H, carries 0.32; number 95, H, carries 0.28; number 96, C, carries -1.21; number 97, C, carries 1.21; number 98, O, carries -0.56; number 99, H, carries 0.35